No. 1
{"formula": "C47H91N11O11", "method": "ωB97M-V/def2-TZVPD", "species": ["C", "O", "N", "C", "C", "H", "H", "H", "H", "H", "H", "H", "C", "O", "N", "C", "C", "H", "H", "H", "H", "H", "H", "H", "C", "O", "N", "C", "C", "H", "H", "H", "H", "H", "H", "H", "C", "O", "N", "C", "C", "H", "H", "H", "H", "H", "H", "H", "C", "C", "O", "C", "H", "H", "H", "H", "H", "H", "C", "C", "O", "C", "H", "H", "H", "H", "H", "H", "C", "C", "O", "C", "H", "H", "H", "H", "H", "H", "C", "C", "O", "C", "H", "H", "H", "H", "H", "H", "C", "C", "O", "C", "H", "H", "H", "H", "H", "H", "C", "C", "O", "C", "H", "H", "H", "H", "H", "H", "C", "C", "O", "C", "H", "H", "H", "H", "H", "H", "C", "C", "N", "H", "H", "H", "C", "C", "N", "H", "H", "H", "C", "C", "N", "H", "H", "H", "C", "C", "N", "H", "H", "H", "C", "C", "N", "H", "H", "H", "C", "C", "N", "H", "H", "H", "C", "C", "N", "H", "H", "H"], "coordinates": [[1.24, 2.46, -5.30], [2.04, 3.26, -5.89], [0.32, 1.68, -5.91], [-0.63, 0.98, -5.12], [-0.02, 1.82, -7.35], [1.06, 2.41, -4.22], [-1.57, 1.50, -5.28], [-0.37, 0.96, -4.07], [-0.77, -0.01, -5.56], [0.69, 2.39, -7.95], [-0.06, 0.82, -7.77], [-0.95, 2.39, -7.39], [4.34, -4.77, -0.77], [5.27, -5.37, -1.34], [3.04, -5.12, -0.92], [1.94, -4.36, -0.25], [2.60, -6.33, -1.64], [4.45, -3.78, -0.30], [1.46, -4.91, 0.56], [1.09, -4.14, -0.90], [2.18, -3.41, 0.21], [2.01, -6.92, -0.95], [1.98, -6.01, -2.47], [3.46, -6.95, -1.92], [6.22, -3.34, 2.50], [5.28, -2.89, 1.84], [6.37, -4.57, 3.00], [7.51, -4.72, 3.92], [5.30, -5.56, 2.87], [7.05, -2.69, 2.82], [8.12, -3.84, 4.16], [8.08, -5.59, 3.61], [7.10, -4.97, 4.90], [4.46, -5.17, 2.30], [5.76, -6.36, 2.27], [5.00, -5.90, 3.86], [-5.21, -0.32, 4.38], [-5.17, -1.42, 4.81], [-4.81, 0.79, 4.98], [-4.89, 2.09, 4.25], [-4.36, 0.72, 6.40], [-5.51, -0.10, 3.35], [-3.93, 2.30, 3.78], [-5.14, 2.98, 4.83], [-5.64, 2.08, 3.46], [-4.44, -0.28, 6.83], [-3.36, 1.16, 6.45], [-5.04, 1.42, 6.89], [-0.76, -6.94, 3.20], [0.39, -6.45, 2.35], [0.84, -7.03, 1.44], [0.98, -5.14, 2.89], [-0.68, -7.98, 3.50], [-1.77, -6.90, 2.79], [-0.94, -6.35, 4.10], [1.10, -5.26, 3.97], [0.25, -4.40, 2.57], [2.00, -5.00, 2.53], [-1.80, -2.18, 3.27], [-2.11, -0.77, 2.83], [-2.83, -0.46, 1.88], [-1.46, 0.36, 3.67], [-1.61, -2.35, 4.33], [-0.94, -2.44, 2.65], [-2.65, -2.81, 3.02], [-0.41, 0.17, 3.88], [-1.95, 0.48, 4.64], [-1.67, 1.29, 3.14], [2.40, -0.72, -2.51], [3.49, 0.07, -1.78], [3.81, 1.19, -2.20], [4.08, -0.47, -0.47], [1.91, -0.02, -3.19], [1.72, -1.08, -1.74], [2.75, -1.59, -3.05], [5.04, -0.04, -0.20], [4.06, -1.55, -0.58], [3.36, -0.21, 0.31], [-5.08, 6.74, -0.52], [-3.84, 7.37, -1.02], [-3.84, 8.55, -1.21], [-2.65, 6.51, -1.24], [-5.66, 6.39, -1.37], [-5.66, 7.51, 0.00], [-4.85, 5.89, 0.13], [-2.70, 5.75, -0.45], [-1.77, 7.14, -1.17], [-2.71, 6.04, -2.23], [2.03, 3.52, 0.52], [3.01, 3.68, 1.64], [2.69, 3.83, 2.83], [4.43, 3.73, 1.14], [2.41, 2.79, -0.19], [2.00, 4.35, -0.17], [1.02, 3.22, 0.81], [5.09, 3.29, 1.89], [4.79, 4.74, 0.98], [4.56, 3.23, 0.18], [-3.02, 5.06, 2.46], [-1.89, 4.07, 2.24], [-1.95, 3.16, 1.41], [-0.61, 4.26, 3.12], [-3.69, 5.00, 1.61], [-2.78, 6.12, 2.57], [-3.61, 4.75, 3.32], [-0.85, 4.23, 4.18], [-0.28, 5.28, 2.92], [0.11, 3.46, 2.94], [-2.11, 4.36, -4.94], [-1.76, 5.48, -5.82], [-1.99, 5.48, -7.01], [-0.95, 6.66, -5.17], [-2.35, 3.41, -5.42], [-2.92, 4.66, -4.28], [-1.30, 4.08, -4.26], [0.04, 6.26, -4.96], [-1.41, 6.92, -4.21], [-0.83, 7.58, -5.75], [-0.43, 0.47, -0.38], [0.29, -0.49, 0.48], [0.86, -1.28, 1.12], [0.08, 0.68, -1.32], [-0.69, 1.35, 0.21], [-1.34, -0.04, -0.69], [-4.39, 1.36, -0.42], [-3.52, 1.83, -1.45], [-2.76, 2.23, -2.31], [-4.70, 0.33, -0.58], [-5.29, 1.97, -0.42], [-3.92, 1.37, 0.57], [3.41, -0.98, 3.74], [2.48, -0.86, 4.92], [1.75, -0.83, 5.82], [3.72, -2.02, 3.69], [4.26, -0.37, 4.06], [3.01, -0.57, 2.81], [3.65, 4.61, -3.36], [2.12, 4.69, -3.14], [1.01, 4.72, -3.01], [3.87, 4.33, -4.39], [4.10, 3.92, -2.65], [4.07, 5.55, -3.00], [-1.77, -6.34, -0.50], [-1.20, -6.75, -1.79], [-0.76, -7.03, -2.78], [-2.76, -5.89, -0.53], [-1.04, -5.77, 0.07], [-1.87, -7.24, 0.11], [0.85, -3.76, -5.02], [0.07, -2.90, -4.15], [-0.57, -2.19, -3.48], [0.55, -4.79, -4.79], [1.91, -3.56, -4.93], [0.53, -3.53, -6.04], [-5.43, -2.65, -1.13], [-6.66, -3.08, -0.46], [-7.69, -3.37, 0.04], [-4.64, -2.86, -0.41], [-5.41, -1.56, -1.18], [-5.12, -3.09, -2.08]], "mulliken_charge": [0.562, -0.713, 0.143, -0.558, -0.988, -0.023, 0.313, 0.017, 0.238, 0.302, 0.323, 0.337, 0.316, -0.711, 0.261, -0.033, -0.769, 0.189, -0.548, 0.364, 0.117, 0.214, 0.153, 0.374, -0.119, -0.369, 0.184, -0.945, -0.536, 0.323, 0.331, 0.327, 0.329, -0.200, 0.347, 0.342, 0.208, -0.581, 0.173, -0.933, -1.014, 0.224, 0.193, 0.384, 0.359, 0.286, 0.345, 0.360, -1.283, 0.932, -0.515, -0.397, 0.354, 0.293, 0.382, 0.592, 0.066, -0.388, -1.148, 0.897, -0.426, -0.086, 0.471, -0.201, 0.395, 0.262, 0.232, -0.590, -0.297, 0.398, -0.600, 0.214, -0.198, -0.078, 0.567, 0.476, -0.228, -0.234, -0.963, 0.738, -0.580, 0.486, 0.303, 0.306, 0.216, -0.449, 0.319, -0.404, 0.201, 0.934, -0.607, -1.185, -0.265, 0.338, -0.373, 0.364, 0.314, 0.220, -0.989, 0.779, -0.021, -1.377, -0.110, 0.448, 0.293, 0.381, 0.493, 0.153, -0.684, 0.505, -0.597, -0.652, 0.367, 0.473, 0.026, 0.053, 0.158, 0.341, 0.158, 0.082, -0.190, 0.036, -0.203, 0.192, 0.332, 0.471, -0.469, -0.550, 0.438, -0.108, 0.153, 0.184, -0.516, -0.019, 0.395, -0.225, -0.828, 0.374, -0.310, 0.270, 0.147, 0.418, -0.377, 0.347, -0.425, 0.366, -0.116, 0.242, -0.966, 0.514, -0.434, 0.276, 0.298, 0.366, -0.259, 0.298, -0.407, 0.063, -0.107, 0.375], "e_tot_ha": -3275.24799, "gap_ev": 9.13}



No. 2
{"formula": "C6H13NO", "method": "ωB97M-V/def2-TZVPD", "species": ["C", "C", "C", "C", "C", "N", "C", "O", "H", "H", "H", "H", "H", "H", "H", "H", "H", "H", "H", "H", "H"], "coordinates": [[-0.60, -0.88, -2.16], [-0.78, -0.52, -0.68], [-1.55, -1.57, 0.07], [-0.24, 0.51, -0.05], [-0.44, 0.74, 1.47], [0.38, -0.27, 2.16], [0.86, 1.38, -0.61], [2.10, 0.82, -0.28], [-1.52, -1.31, -2.54], [-0.24, -0.02, -2.75], [0.16, -1.65, -2.24], [-2.53, -1.33, 0.46], [-1.70, -2.44, -0.58], [-1.01, -1.82, 0.99], [-1.49, 0.46, 1.67], [-0.30, 1.76, 1.75], [0.63, 0.06, 3.07], [1.27, -0.24, 1.65], [0.84, 2.38, -0.10], [0.73, 1.54, -1.67], [2.20, 0.01, -0.87]], "mulliken_charge": [-1.660, 1.252, -1.502, 0.456, -1.024, -0.554, -0.987, -0.536, 0.486, 0.324, 0.354, 0.331, 0.393, 0.374, 0.294, 0.490, 0.256, 0.237, 0.338, 0.320, 0.359], "smiles": "CC(C)=C(CN)CO", "e_tot_ha": -366.36375, "gap_ev": 9.81, "relative_energy_kcal_mol": 44.0}